(1)
C32H36BrFeN4O2S as an isolated structure. Source: OMol25; level of theory: ωB97M-V/def2-TZVPD.

Last column: Mulliken charge in e.
Geometry (Å):
Fe  0.604  0.448  1.099  0.813
O  -3.809  -2.879  3.148  -0.594
C  -2.687  -3.574  2.789  0.472
C  -2.700  -4.943  3.046  -0.512
C  -1.626  -5.726  2.676  -0.435
C  -0.518  -5.159  2.048  -0.952
C  -0.513  -3.803  1.788  -0.428
C  -1.589  -2.994  2.154  0.307
C  -1.547  -1.527  1.768  -0.680
O  -0.380  -0.930  2.014  -0.311
N  -1.861  -1.556  0.288  -0.313
N  -1.048  -1.079  -0.551  0.364
C  -1.304  -1.229  -1.850  -0.697
C  -0.437  -0.668  -2.792  0.297
Br  1.123  0.172  -2.092  -0.130
C  -0.539  -0.748  -4.168  -0.789
C  -1.666  -1.154  -4.951  0.753
C  -1.407  -1.627  -6.253  -0.608
C  -2.435  -2.081  -7.052  -0.601
C  -3.744  -2.033  -6.584  -0.422
C  -4.026  -1.517  -5.321  -0.645
C  -3.002  -1.081  -4.508  -0.331
H  -3.596  -1.984  3.435  0.341
H  -3.561  -5.364  3.545  0.478
H  -1.645  -6.787  2.884  0.405
H  0.324  -5.775  1.765  0.440
H  0.334  -3.343  1.293  0.501
H  -2.419  -0.987  2.178  0.489
H  -2.716  -2.033  -0.011  0.368
H  -2.140  -1.836  -2.188  0.709
H  0.355  -0.497  -4.728  0.323
H  -0.386  -1.657  -6.613  0.352
H  -2.224  -2.462  -8.041  0.401
H  -4.553  -2.374  -7.214  0.393
H  -5.052  -1.441  -4.988  0.397
H  -3.240  -0.618  -3.560  0.542
C  1.032  3.364  2.993  -1.895
C  1.583  2.105  2.389  0.401
C  1.535  0.881  3.072  1.688
C  0.766  0.756  4.358  -2.804
C  2.174  -0.266  2.513  1.114
C  2.192  -1.545  3.291  -2.299
C  2.801  -0.191  1.254  2.064
C  3.401  -1.417  0.619  -2.479
C  2.904  1.065  0.603  0.206
C  3.823  1.271  -0.577  -1.501
C  2.222  2.173  1.116  0.797
C  2.272  3.484  0.370  -2.336
H  0.127  3.699  2.485  0.321
H  1.776  4.157  2.916  0.415
H  0.794  3.236  4.043  0.547
H  1.390  1.027  5.212  0.365
H  0.411  -0.260  4.495  0.485
H  -0.105  1.406  4.353  0.705
H  1.274  -2.110  3.119  0.399
H  2.257  -1.334  4.356  0.449
H  3.047  -2.159  3.024  0.519
H  4.445  -1.545  0.913  0.435
H  3.366  -1.351  -0.466  0.479
H  2.861  -2.312  0.914  0.511
H  3.315  1.367  -1.530  0.310
H  4.539  0.460  -0.666  0.456
H  4.386  2.192  -0.434  0.429
H  3.146  4.068  0.671  0.417
H  1.397  4.096  0.582  0.607
H  2.342  3.334  -0.706  0.483
S  -1.425  1.588  1.215  -0.433
C  -1.670  2.789  0.039  0.712
N  -0.791  2.965  -0.987  0.333
C  -0.938  3.925  -1.927  0.066
C  -2.016  4.753  -1.858  -0.760
C  -2.909  4.521  -0.790  -0.108
N  -2.748  3.584  0.113  -0.563
H  -0.001  2.332  -1.031  -0.626
H  -0.175  3.977  -2.691  0.501
H  -2.178  5.537  -2.580  0.434
H  -3.794  5.138  -0.678  0.463

Results
* charge: +2
* spin multiplicity: 2
* relative energy (zero: lowest compared OMol25 entry of this formula, charge and spin): 93.8 kJ/mol
* HOMO level (spin up / spin down): -11.97 / -12.03 eV
* gap between HOMO and LUMO (spin up / spin down): 0.1334 / 0.1844 hartree

(2)
A 8-piece molecular cluster, C32H36Cl4F4O2 overall. Source: OMol25; level of theory: ωB97M-V/def2-TZVPD.

Last column: Mulliken charge in e.
Geometry (Å):
F  -11.200  26.507  -24.504  -0.313
C  -10.316  25.625  -24.023  0.332
C  -9.245  26.111  -23.300  -0.457
C  -8.298  25.187  -22.769  -0.240
C  -8.556  23.817  -22.800  -0.056
C  -9.752  23.325  -23.365  -0.711
C  -10.608  24.243  -24.066  -0.347
H  -9.152  27.177  -23.154  0.423
H  -7.403  25.555  -22.290  0.448
H  -7.845  23.142  -22.348  0.142
H  -9.959  22.267  -23.436  0.407
H  -11.539  23.893  -24.488  0.395
F  -4.608  25.189  -26.406  -0.113
C  -4.907  26.451  -26.751  0.241
C  -5.391  27.374  -25.723  -0.255
C  -5.835  28.658  -26.005  -0.612
C  -5.609  29.091  -27.317  -0.277
C  -5.076  28.264  -28.344  -0.523
C  -4.681  26.953  -28.014  -0.343
H  -5.515  27.005  -24.715  0.429
H  -6.315  29.213  -25.212  0.383
H  -5.898  30.084  -27.630  0.310
H  -4.999  28.779  -29.291  0.353
H  -4.276  26.390  -28.841  0.382
F  1.282  25.797  -25.762  -0.358
C  1.508  25.593  -24.447  0.326
C  0.463  25.288  -23.655  -0.450
C  0.683  24.954  -22.374  -0.238
C  2.023  24.988  -21.852  -0.819
C  3.109  25.201  -22.708  -0.612
C  2.786  25.522  -24.033  -0.220
H  -0.478  25.063  -24.135  0.425
H  -0.137  24.553  -21.796  0.765
H  2.207  24.600  -20.861  0.398
H  4.139  25.203  -22.384  0.435
H  3.573  25.755  -24.734  0.397
F  2.215  18.681  -22.971  -0.312
C  1.453  19.771  -23.093  -0.057
C  1.796  20.937  -23.826  -0.220
C  0.943  21.993  -24.047  -0.674
C  -0.352  21.957  -23.433  0.357
C  -0.754  20.762  -22.804  -0.684
C  0.102  19.703  -22.722  -0.227
H  2.787  21.199  -24.165  0.362
H  1.253  22.926  -24.493  0.284
H  -0.910  22.874  -23.551  0.271
H  -1.803  20.663  -22.568  0.395
H  -0.294  18.744  -22.422  0.412
C  -6.197  23.015  -17.635  -0.484
Cl  -6.709  22.831  -19.364  -0.775
Cl  -4.433  22.744  -17.536  -0.686
H  -6.628  23.848  -17.079  0.655
H  -6.710  22.153  -17.207  0.267
C  -5.363  21.115  -26.695  -0.149
Cl  -6.908  21.237  -25.935  -0.134
Cl  -4.957  22.515  -27.507  -0.113
H  -4.656  21.031  -25.869  0.014
H  -5.242  20.269  -27.372  0.361
C  -3.837  23.309  -21.468  -0.678
C  -3.694  23.878  -22.865  0.517
O  -2.853  24.613  -23.220  -0.572
C  -4.588  23.227  -23.903  -0.423
H  -4.822  23.551  -21.067  0.058
H  -3.089  23.786  -20.835  0.187
H  -3.754  22.241  -21.268  0.367
H  -4.706  22.151  -23.775  0.383
H  -4.177  23.543  -24.862  0.066
H  -5.578  23.682  -23.891  0.158
C  0.235  22.268  -18.273  -1.057
C  -0.434  23.519  -18.070  0.910
O  -0.758  24.223  -19.014  -0.529
C  -0.496  24.081  -16.655  -1.249
H  0.883  22.065  -19.126  0.329
H  -0.571  21.562  -18.471  0.212
H  0.766  21.927  -17.384  0.374
H  -1.051  23.416  -15.994  0.349
H  -1.056  25.012  -16.754  0.296
H  0.540  24.224  -16.350  0.393

Results
* charge: -1
* spin multiplicity: 2
* HOMO level (spin up / spin down): 0.39 / -6.81 eV
* gap between HOMO and LUMO (spin up / spin down): 0.0662 / 0.3300 hartree

(3)
A 2-piece molecular cluster, C32H36ClN2O5 overall. Source: OMol25; level of theory: ωB97M-V/def2-TZVPD.

Last column: Mulliken charge in e.
Geometry (Å):
C  -6.614  0.106  2.484  -1.145
C  -5.224  0.667  2.309  -0.254
O  -4.368  -0.092  3.203  -0.162
C  -3.098  0.378  3.258  0.202
C  -2.236  -0.663  3.936  0.164
N  -0.958  -0.336  3.900  -0.317
C  0.169  -0.955  3.731  -0.257
C  1.435  -0.330  3.337  0.524
C  2.626  -1.102  3.283  -0.419
C  3.853  -0.501  2.992  -0.609
C  3.898  0.881  2.742  0.370
Cl  5.413  1.628  2.415  -0.253
C  2.724  1.657  2.759  -0.583
C  1.496  1.043  3.035  -0.404
O  -2.755  1.412  2.711  -0.690
H  -7.332  0.550  1.788  0.396
H  -6.623  -0.979  2.332  0.232
H  -6.969  0.308  3.500  0.275
H  -4.883  0.551  1.271  0.314
H  -5.180  1.723  2.595  0.290
H  -2.571  -1.663  3.565  -0.007
H  0.222  -2.052  3.887  -0.120
H  2.585  -2.168  3.497  0.305
H  4.771  -1.079  2.976  0.377
H  2.790  2.722  2.572  0.383
H  0.576  1.630  3.041  0.458
C  -6.890  -0.023  9.554  -1.712
C  -5.471  -0.604  9.539  2.209
C  -4.491  0.549  9.354  -2.119
C  -5.211  -1.228  10.921  -1.697
C  -5.319  -1.632  8.406  -0.239
C  -4.414  -1.495  7.385  -0.387
C  -4.213  -2.528  6.406  -0.538
C  -3.152  -2.460  5.455  -0.413
C  -2.989  -3.540  4.516  0.023
C  -4.102  -3.987  3.716  -0.283
C  -3.943  -4.846  2.643  -0.636
C  -2.655  -5.356  2.359  -0.098
N  -2.508  -6.414  1.420  0.935
O  -1.359  -6.860  1.188  -0.606
O  -3.531  -6.867  0.855  -0.599
C  -1.522  -4.887  3.072  -0.572
C  -1.699  -4.050  4.163  -0.282
C  -5.042  -3.696  6.507  -0.704
C  -5.997  -3.890  7.470  -0.943
C  -6.856  -5.165  7.594  2.266
C  -6.643  -5.876  8.944  -1.731
C  -6.545  -6.178  6.494  -2.061
C  -8.351  -4.826  7.496  -1.717
C  -6.159  -2.836  8.468  1.603
O  -7.028  -2.949  9.361  -0.836
H  -7.621  -0.813  9.752  0.353
H  -6.963  0.743  10.337  0.455
H  -7.118  0.435  8.586  0.329
H  -3.460  0.178  9.369  0.389
H  -4.683  1.054  8.402  0.411
H  -4.609  1.280  10.166  0.414
H  -4.203  -1.657  10.966  0.336
H  -5.297  -0.450  11.694  0.453
H  -5.940  -2.015  11.130  0.340
H  -3.765  -0.611  7.333  0.619
H  -2.342  -1.781  5.718  0.625
H  -5.110  -3.622  3.928  0.740
H  -4.793  -5.210  2.061  0.465
H  -0.537  -5.274  2.784  0.449
H  -0.830  -3.756  4.758  0.564
H  -4.808  -4.517  5.829  0.639
H  -6.931  -5.219  9.769  0.349
H  -7.268  -6.782  8.976  0.448
H  -5.594  -6.170  9.070  0.343
H  -6.716  -5.745  5.501  0.365
H  -5.512  -6.540  6.562  0.375
H  -7.216  -7.043  6.606  0.452
H  -8.568  -4.328  6.544  0.358
H  -8.935  -5.755  7.552  0.457
H  -8.643  -4.166  8.319  0.337

Results
* charge: -1
* relative energy (zero: lowest compared OMol25 entry of this formula, charge and spin): 98.5 kJ/mol
* HOMO level: -3.56 eV
* gap between HOMO and LUMO: 0.1472 hartree